No. 1
77
Properties=species:S:1:pos:R:3 method="wB97M-V/def2-TZVPD" energy_ha=-1941.20234 homo_ev="-12.708 / -13.849" spin_multiplicity=5 total_charge=+2 relative_energy_kcal_mol=124.9
Os 1.30687 -0.51072 1.15230
C -0.86232 -0.71225 2.41852
C -0.00749 -1.82464 2.08371
C 1.27631 -0.17070 3.15468
C -0.10474 0.26385 3.09492
C 1.25404 -1.59368 2.79186
C -2.32581 -0.72224 2.22354
H -2.66733 -1.76966 2.21243
H -2.62190 -0.25327 1.26362
H -2.79618 -0.17115 3.05862
C -0.63258 1.52112 3.66278
H -1.36195 1.25130 4.43891
H -1.14247 2.12950 2.90256
H 0.17525 2.08200 4.14981
C 2.25190 0.31472 4.22381
H 2.12518 -0.27688 5.16699
H 2.04693 1.37304 4.41391
H 3.28028 0.20069 3.85692
C 1.93131 -2.68899 3.54989
H 2.10899 -2.34702 4.60303
H 2.90647 -3.00078 3.11599
H 1.25836 -3.58030 3.57265
C -0.56314 -3.22031 1.83514
H -1.12562 -3.73290 2.65692
H 0.25798 -3.89930 1.55494
H -1.24755 -3.11509 0.98716
C -3.23556 0.49875 -0.70546
C -3.15084 -0.73703 -1.17576
C -2.35195 -1.32209 -2.32641
C -1.10004 -1.99410 -1.78529
C -0.14534 -0.97732 -1.45660
C -0.21992 0.42522 -1.56018
C -1.20574 1.45942 -1.98476
C -2.26868 1.61223 -0.86114
H -2.06570 -0.61387 -3.11625
H -0.60142 -2.72998 -2.44946
H -2.92653 -2.10694 -2.83232
H -2.79334 2.61031 -0.87601
H -4.31341 1.01445 -0.04002
H -3.85094 -1.52708 -0.73660
H -1.72361 1.61778 0.11409
H -0.63465 2.40713 -1.93227
H 0.16887 0.84992 -0.55532
H -1.56965 1.36253 -3.02550
H -1.34461 -2.67215 -0.93212
H 0.72576 -1.33814 -0.83599
P 1.37386 0.38581 -3.24241
P 2.99578 -0.02216 -0.55701
C 3.17649 0.21033 -3.56196
C 3.86037 0.61354 -2.27652
H 3.49281 0.85934 -4.39425
H 3.41000 -0.81932 -3.87003
H 4.86210 0.15371 -2.28211
H 3.98876 1.70457 -2.22186
C 4.53630 0.64068 0.24818
H 4.66252 0.16089 1.22844
H 4.43348 1.73530 0.33945
H 5.41052 0.41716 -0.38622
C 3.70845 -1.68496 -0.95457
H 4.63548 -1.53372 -1.51980
H 3.01401 -2.27384 -1.56289
H 3.94127 -2.19488 -0.01534
C 1.23630 2.12403 -3.78726
H 0.21420 2.49743 -3.68770
H 1.54408 2.17990 -4.83845
H 1.90758 2.73817 -3.18071
C 0.72638 -0.46560 -4.74144
H 1.30233 -1.38166 -4.94165
H 0.81325 0.20450 -5.61372
H -0.32933 -0.73348 -4.59261
C -6.14301 3.41360 1.83052
O -5.88842 2.25196 0.93454
C -4.61523 1.91926 0.87807
O -3.73056 2.41819 1.55473
H -5.93861 4.35479 1.29105
H -5.51700 3.33523 2.73503
H -7.19767 3.40587 2.11627

***

No. 2
41
Properties=species:S:1:pos:R:3 method="wB97M-V/def2-TZVPD" energy_ha=-2114.68132 homo_ev=0.151 spin_multiplicity=1 total_charge=-2 relative_energy_kcal_mol=23.6
Ba -0.85807 -0.46727 0.55762
S -2.37432 -3.32967 0.93446
O -1.57362 -2.61508 1.90560
O -2.38603 -2.52095 -0.27073
O -1.85460 -4.61246 0.63243
O -3.71163 -3.41382 1.43606
S 0.75602 -0.13600 3.55920
O 0.17191 0.80212 2.60620
O 2.06515 0.11255 4.11725
O -0.29020 -0.41935 4.51566
O 0.78665 -1.45698 2.94118
C 2.20784 1.88373 0.02653
C 3.45195 2.01040 0.98659
O 4.56792 1.83218 0.14517
O 1.81942 0.47554 -0.01310
H 2.30074 2.24603 -0.99729
H 1.38475 2.40737 0.51276
H 3.52334 1.29648 1.80716
H 3.59694 3.00138 1.41675
H 5.22954 1.30137 0.59473
H 2.63797 -0.01982 0.06569
C 0.52519 -1.41415 -2.61281
C 0.64398 -2.63600 -1.70118
O 0.85289 -2.17440 -0.46047
O -0.46093 -0.45138 -2.19605
H 0.28133 -1.64794 -3.64914
H 1.39893 -0.76550 -2.55011
H 1.32403 -3.33067 -2.19421
H -0.22020 -3.29558 -1.62211
H 1.37444 -2.83676 -0.00127
H -0.74208 0.10751 -2.92419
C -2.46882 2.76388 -0.55008
C -3.03119 1.60685 -1.29966
O -3.16037 0.45107 -0.44192
O -1.18327 2.40888 -0.13799
H -3.01359 2.84838 0.39023
H -2.49250 3.62377 -1.21951
H -2.34441 1.42527 -2.12638
H -3.99228 1.92443 -1.70406
H -3.75119 -0.14721 -0.90515
H -0.99174 3.16171 0.42606

***

No. 3
12
Properties=species:S:1:pos:R:3 method="wB97M-V/def2-TZVPD" energy_ha=-360.62428 homo_ev=-9.978 spin_multiplicity=1 total_charge=0 relative_energy_kcal_mol=28.3
O 2.10734 -1.49180 -0.83107
C 1.52738 -0.43492 -0.78692
C 0.03442 -0.34618 -0.55852
C -0.37778 -0.53041 0.93066
N -1.19589 0.64443 1.23333
C -1.14680 1.37956 0.20746
O -0.43563 0.97290 -0.87650
H 2.05485 0.53812 -0.88674
H -0.46871 -1.06374 -1.21435
H -0.95150 -1.44767 1.08397
H 0.48464 -0.56374 1.60695
H -1.63232 2.34346 0.09173

***

No. 4
22
Properties=species:S:1:pos:R:3 method="wB97M-V/def2-TZVPD" energy_ha=-404.43168 homo_ev=-7.482 spin_multiplicity=1 total_charge=0 relative_energy_kcal_mol=60.1
C -0.45091 -0.23131 0.93230
C -1.65614 0.12069 1.78811
C -0.34693 -1.72699 0.69701
C 0.81909 0.36352 1.51299
C -0.11402 0.32451 -1.51409
C 1.17556 0.71313 -1.46712
N -0.61209 -0.41044 -2.58493
C 2.15932 1.47883 -1.85143
O -0.93609 0.47257 -0.47546
H -0.14211 -0.26714 -3.46546
H -1.61984 -0.44427 -2.63386
H -1.53418 -0.31528 2.78058
H -2.56692 -0.25528 1.32984
H -1.74486 1.19942 1.89030
H 0.49591 -1.95636 0.05029
H -1.24605 -2.09016 0.20264
H -0.25167 -2.23858 1.65693
H 0.78141 1.45026 1.47771
H 0.91835 0.05552 2.55628
H 1.69941 0.01709 0.97948
H 2.00116 2.42293 -2.36557
H 3.17159 1.31735 -1.49651